C4H8N2 in the gas phase at a distorted geometry, computed with ωB97M-V with the def2-TZVPD basis set.

```
14
Properties=species:S:1:pos:R:3:lowdin_charge:R:1
C 0.21136 0.79236 -0.29854 -0.2436
C -0.14671 -0.37843 0.53774 -0.1580
C 0.42322 -0.98764 1.75233 -0.0276
C -0.22759 -0.63617 -0.83627 -0.4714
N -0.69055 1.87396 -0.59753 0.0267
N 0.01601 -1.54963 -1.74729 0.0510
H 1.28103 1.03496 -0.24918 0.1392
H -1.37901 -0.36131 -0.45826 0.2564
H -0.49956 2.68514 -0.01748 0.0712
H -0.60456 2.15786 -1.56737 0.0769
H -0.17829 -1.16924 -2.67318 0.0128
H 0.04109 -1.99846 1.89876 0.0870
H 1.51065 -1.07408 1.60986 0.1027
H 0.24290 -0.38932 2.64641 0.0766
```

The orbital gap is 8.37 eV. The calculation puts the electronic energy at -7252.6701 eV. The energy above the lowest of the compared OMol25 structures with the same formula, charge and spin comes out at 120.0 kcal/mol.

***

2 unconnected molecules or ions with the total composition C22H22BCl3N2O2 at a distorted geometry, computed with ωB97M-V with the def2-TZVPD basis set.

```
52
Properties=species:S:1:pos:R:3:lowdin_charge:R:1
Cl 3.88061 -3.17195 -3.17688 0.5040
B 3.20551 -1.63412 -2.40331 -1.8478
Cl 3.91700 -1.31895 -0.71294 0.5608
Cl 3.48790 -0.13568 -3.49213 0.5418
O 1.73573 -1.83313 -2.22459 -0.0559
C 0.80007 -0.96175 -2.27868 -0.0403
C -0.55413 -1.40732 -2.46403 -0.1513
C -1.61461 -0.47090 -2.49228 -0.0283
C -2.92451 -0.90336 -2.66098 -0.0705
C -3.20163 -2.26219 -2.86058 -0.0539
C -2.15123 -3.19263 -2.89017 -0.0585
C -0.84047 -2.78557 -2.68858 0.0247
H 1.05768 0.10095 -2.33386 0.1065
H -1.36717 0.58450 -2.36715 0.1137
H -3.73783 -0.17647 -2.64162 0.1097
H -4.22989 -2.59170 -3.01141 0.1104
H -2.36614 -4.24735 -3.07251 0.1130
H -0.01849 -3.50251 -2.69858 0.1327
C -2.07965 -1.15362 5.61067 -0.0542
N -2.61505 -0.75761 4.32555 -0.1920
C -4.03274 -1.00482 4.13915 -0.0529
C -1.82006 -0.27276 3.33802 -0.2153
C -0.41436 -0.19742 3.48433 0.0210
C 0.37941 0.17968 2.43108 0.0194
N -0.14390 0.52303 1.20057 -0.0325
C 0.65063 0.87017 0.11435 -0.0748
C 1.98222 1.33980 0.29792 -0.4052
C 2.61928 2.15313 -0.81067 -0.1759
C 4.01753 2.16087 -0.90910 -0.0608
C 4.65635 2.92494 -1.88296 -0.0840
C 3.90273 3.72596 -2.75035 -0.0918
C 2.50758 3.74655 -2.64093 -0.0904
C 1.87002 2.97355 -1.66376 -0.0555
O 2.66320 1.15260 1.33124 -0.0329
C -1.52103 0.48149 1.05013 -0.0136
C -2.35025 0.13004 2.07776 0.0076
H -1.28359 -0.47528 5.93115 0.0852
H -2.89745 -1.12308 6.33859 0.0914
H -1.67784 -2.17808 5.58602 0.1040
H -4.26763 -1.23412 3.09362 0.0798
H -4.31608 -1.86241 4.76287 0.0922
H -4.63849 -0.14003 4.45573 0.1010
H 0.08033 -0.46615 4.41357 0.1068
H 1.45132 0.24371 2.53161 0.1160
H 0.08724 1.17412 -0.76620 0.0671
H 4.59766 1.52697 -0.23814 0.1016
H 5.74276 2.88018 -1.96148 0.1064
H 4.39887 4.33166 -3.50913 0.0997
H 1.90287 4.36028 -3.31309 0.0985
H 0.78283 3.00440 -1.55117 0.1011
H -1.88905 0.75248 0.06174 0.1186
H -3.42407 0.13987 1.89158 0.1037
```

The orbital gap is 5.40 eV. The calculation puts the electronic energy at -68491.9495 eV.

***

10 unconnected molecules or ions with the total composition C11H41N8O13 at a distorted geometry, computed with ωB97M-V with the def2-TZVPD basis set.

```
73
Properties=species:S:1:pos:R:3:lowdin_charge:R:1
C 0.58713 -0.26938 -0.63073 -0.2973
O 1.58951 0.67923 -0.20806 -0.4190
H -0.39805 0.14490 -0.41650 0.0346
H 0.54170 -0.44299 -1.70585 0.0406
H 0.75697 -1.28875 -0.28412 0.0443
C 1.66867 -5.40645 1.03184 -0.2201
C 2.23743 -4.46495 -0.04154 -0.2347
O 3.44200 -3.74891 0.22838 -0.0677
O 2.63538 -6.33065 1.54184 -0.0790
H 0.83760 -5.89744 0.52552 0.1227
H 1.41076 -4.75762 1.86885 0.1202
H 1.41900 -3.75636 -0.16874 0.1046
H 2.40258 -5.02526 -0.96180 0.1176
H 4.07550 -4.13850 -0.37867 0.0828
H 3.21188 -5.91252 2.18558 0.0813
C -3.55165 2.34799 0.38422 -0.2753
C -4.11787 1.17492 1.09655 -0.2457
O -5.15441 0.57522 0.35812 -0.0687
O -3.08385 2.15725 -0.92205 -0.0720
H -2.62693 2.76413 0.78402 0.0950
H -4.25321 3.18140 0.34771 0.1250
H -4.67071 1.41362 2.00512 0.1279
H -3.33245 0.43401 1.24577 0.1105
H -5.10370 0.83506 -0.56466 0.0711
H -2.14290 2.01559 -0.79509 0.0314
C -0.19357 5.24795 0.46594 -0.2113
C 0.27943 4.10922 -0.53743 -0.1722
O -0.45303 2.87516 -0.32839 -0.1253
O -1.56526 5.56522 0.19611 -0.0604
H 0.57590 6.01701 0.53343 0.1107
H -0.07526 4.84947 1.47357 0.0975
H 1.30279 3.80290 -0.32060 0.1117
H 0.20561 4.52708 -1.54144 0.1135
H 0.09723 2.11672 -0.53713 0.0204
H -2.02662 4.74886 -0.00959 0.0564
C -0.97687 1.14221 3.81058 -0.7956
O -2.09967 0.68292 3.83010 0.0359
N -0.32968 1.47157 4.93114 0.1462
N -0.39671 1.62029 2.79166 0.1923
H -0.89746 1.30711 5.75009 0.1092
H 0.66747 1.63141 4.91599 0.1013
H -0.75105 1.56286 1.84760 0.0977
H 0.46827 2.13946 2.84038 0.1201
C -3.22924 -3.22558 -0.94719 -0.7998
O -3.15520 -3.73705 0.18385 0.0017
N -2.38956 -2.41290 -1.41615 0.1831
N -4.15573 -3.51246 -1.82844 0.1553
H -2.72491 -1.78877 -2.13595 0.1193
H -1.74388 -2.12963 -0.69300 0.1160
H -4.02071 -3.21573 -2.78438 0.1070
H -4.87729 -4.19671 -1.65165 0.1143
C 3.34615 -0.88332 2.85288 -0.7393
O 3.83808 -1.59700 3.72655 -0.0033
N 3.97892 -0.15539 1.94857 0.1617
N 2.04902 -0.73060 2.59255 0.1520
H 4.96549 0.01908 2.07637 0.1130
H 3.49637 0.29687 1.18521 0.0704
H 1.46357 -1.02293 3.36189 0.1011
H 1.59409 -0.18209 1.87680 0.0554
C -0.84890 0.52105 -4.94929 -0.7881
O -1.78485 -0.27850 -5.18130 -0.0158
N -0.80571 1.07762 -3.76656 0.1581
N 0.12856 0.89050 -5.64725 0.1833
H -1.42667 0.56054 -3.16065 0.0993
H 0.06900 1.31224 -3.31943 0.1030
H 0.19233 0.48996 -6.57224 0.1308
H 0.92077 1.22171 -5.11547 0.1284
O 4.13868 -1.26213 -1.13736 -0.0600
H 4.07774 -2.20913 -1.01202 -0.0092
H 3.43671 -0.90259 -0.59495 -0.0147
O 4.00407 1.54181 -1.68358 -0.0761
H 4.08266 2.48938 -1.57324 0.0135
H 3.16848 1.32079 -1.27229 -0.0383
```

The total charge is -1. The orbital gap is 8.16 eV. The calculation puts the electronic energy at -50611.3357 eV.